ORCA calculation (the ωB97M-V functional and the def2-TZVPD basis) on 2 unconnected molecules or ions with the total composition C6H12O.

Each line ends with the natural charge from an NBO analysis.
Atoms and positions in Å:
C 2.69 -0.27 -0.03  -0.60
C 1.21 -0.06 0.35  -0.12
O 1.08 -0.54 1.69  -0.74
C 0.70 1.29 0.01  -0.07
C -1.42 1.11 -1.19  -0.37
C -1.93 0.40 -0.17  -0.17
C -1.93 -1.10 -0.10  -0.67
H 2.87 0.02 -1.07  0.22
H 2.93 -1.33 0.09  0.22
H 3.35 0.31 0.62  0.21
H 0.64 -0.72 -0.33  0.21
H 0.31 -0.11 2.09  0.47
H 0.23 1.73 0.91  0.10
H -1.01 0.63 -2.07  0.21
H -1.51 2.19 -1.24  0.22
H -2.41 0.93 0.65  0.20
H -1.49 -1.54 -1.00  0.21
H -2.95 -1.49 0.00  0.23
H -1.36 -1.46 0.77  0.23

Computed properties:
Charge = 0
Frontier orbital gap = 8.48 eV
Calculated total energy = -310.8776 Ha
Energy above the lowest of the compared OMol25 structures with the same formula, charge and spin = 114.0 kcal/mol


ORCA calculation (the ωB97M-V functional and the def2-TZVPD basis) on a molecular structure, CH5O4PSi.

Each line ends with the natural charge from an NBO analysis.
Atoms and positions in Å:
C 1.59 -0.82 0.00  -1.14
O -0.94 0.87 0.93  -1.21
O -3.08 0.90 -0.55  -1.23
O -2.48 -1.16 0.87  -1.24
O -1.04 -0.43 -1.18  -1.23
Si 0.47 0.73 0.13  1.55
P -2.07 -0.05 -0.07  2.51
H 0.87 -1.68 0.21  0.25
H 2.08 -0.94 -1.08  0.21
H 2.37 -0.87 0.77  0.19
H 1.39 1.83 0.99  -0.38
H 0.85 1.61 -1.02  -0.29

Computed properties:
Charge = -2
Frontier orbital gap = 6.92 eV
Calculated total energy = -973.0381 Ha
Energy above the lowest of the compared OMol25 structures with the same formula, charge and spin = 9.8 kcal/mol


ORCA calculation (the ωB97M-V functional and the def2-TZVPD basis) on 2 unconnected molecules or ions with the total composition C5H14.

Each line ends with the natural charge from an NBO analysis.
Atoms and positions in Å:
C -1.25 -1.99 1.01  -0.61
C -1.51 -0.83 2.00  -0.61
H -1.97 -2.82 1.05  0.23
H -1.37 -1.61 0.02  0.17
H -0.26 -2.37 1.16  0.20
H -0.55 -0.36 2.25  0.19
H -1.97 -1.16 2.92  0.23
H -2.15 -0.06 1.56  0.20
C 0.68 1.00 -1.48  -0.32
C 1.09 -0.29 -0.92  -0.60
C 1.15 2.25 -0.81  -0.65
H 0.64 1.07 -2.58  0.30
H -0.46 0.83 -1.22  0.46
H 1.12 -0.33 0.17  0.28
H 2.20 -0.44 -1.20  0.39
H 0.54 2.46 0.10  0.29
H 2.18 2.16 -0.46  0.29
H 0.66 -1.19 -1.34  0.28
H 1.08 3.10 -1.46  0.26

Computed properties:
2S+1 = 2
Charge = +1
Frontier orbital gap (alpha / beta) = 11.96 / 4.67 eV
Calculated total energy = -198.4765 Ha
<S²> = 0.753
Energy above the lowest of the compared OMol25 structures with the same formula, charge and spin = 6.6 kcal/mol


ORCA calculation (the ωB97M-V functional and the def2-TZVPD basis) on a molecular structure, C4H10NOS.

Each line ends with the natural charge from an NBO analysis.
Atoms and positions in Å:
C 0.87 0.36 -0.91  -0.23
C 0.14 0.44 0.39  -0.25
C -0.01 -0.63 1.42  -0.63
C -1.75 1.15 0.10  0.07
N 1.82 -0.80 -1.02  -0.68
O -2.42 0.26 -0.72  -0.69
S 1.40 1.58 0.29  0.29
H 0.37 0.80 -1.85  0.29
H -0.41 -0.28 2.27  0.24
H 1.00 -1.18 1.57  0.19
H -0.75 -1.46 1.14  0.23
H -1.60 2.06 -0.34  0.18
H -2.10 1.19 1.05  0.17
H 2.70 -0.56 -1.53  0.45
H 1.57 -1.68 -1.52  0.46
H 2.12 -0.90 -0.12  0.43
H -2.96 -0.35 -0.22  0.49

Computed properties:
Charge = +1
Frontier orbital gap = 8.79 eV
Calculated total energy = -686.2219 Ha
Energy above the lowest of the compared OMol25 structures with the same formula, charge and spin = 93.6 kcal/mol


ORCA calculation (the ωB97M-V functional and the def2-TZVPD basis) on a molecular structure, C42H40BiF9IN5O9P.

Each line ends with the Löwdin charge.
Atoms and positions in Å:
Bi -0.76 -1.51 0.49  2.10
N 1.19 -1.52 2.08  -0.02
C 2.17 -0.44 1.80  -0.24
C 3.15 -0.90 0.75  -0.10
C 2.31 -1.57 -0.36  -0.65
O 2.69 -2.68 -0.77  0.01
O 1.18 -1.00 -0.67  -0.31
H 0.66 -1.35 2.94  0.09
H 1.63 -2.42 2.10  0.06
H 2.69 -0.12 2.71  0.13
H 1.54 0.34 1.40  0.04
H 3.78 -1.75 1.07  0.12
H 3.74 -0.07 0.31  0.11
O -2.25 0.65 6.28  0.14
C -1.97 0.26 5.19  -0.23
C -2.22 -1.23 4.71  -0.25
O -2.71 -2.18 5.29  0.11
C -1.66 -1.27 3.34  -0.32
C -1.22 0.01 2.96  -0.35
O -0.78 0.31 1.77  -0.24
C -1.24 0.97 4.06  -0.29
O -0.72 2.06 4.04  0.10
O -1.72 -2.23 2.48  -0.20
I -0.46 1.88 -2.34  1.08
C 0.12 3.91 -2.49  -0.62
C 0.08 4.39 -3.78  -0.18
C 0.01 5.75 -4.05  -0.08
C -0.12 6.63 -3.02  -0.03
C -0.01 6.16 -1.69  -0.17
C -0.09 7.09 -0.63  -0.05
C 0.07 6.69 0.65  -0.06
C 0.51 5.37 0.92  -0.05
C 0.66 4.46 -0.09  -0.31
P 1.56 2.84 0.16  1.07
C 2.76 3.11 -1.22  -0.41
C 3.33 1.98 -1.76  -0.10
C 4.27 2.09 -2.80  -0.07
C 4.57 3.34 -3.30  -0.11
C 3.95 4.48 -2.79  -0.08
C 3.13 4.37 -1.67  -0.11
C 2.59 3.36 1.59  -0.37
C 3.77 4.18 1.57  -0.06
C 4.24 4.61 2.81  -0.09
C 3.63 4.22 4.05  -0.08
C 2.59 3.31 4.02  -0.08
C 2.04 2.94 2.79  -0.15
C 0.18 4.77 -1.39  -0.25
H 0.05 3.64 -4.61  0.10
H -0.03 6.07 -5.06  0.10
H -0.31 7.67 -3.12  0.10
H -0.32 8.09 -0.92  0.10
H -0.16 7.41 1.43  0.11
H 0.81 5.09 1.92  0.10
H 3.02 1.01 -1.36  0.08
H 4.75 1.21 -3.21  0.10
H 5.24 3.49 -4.17  0.11
H 4.12 5.46 -3.22  0.10
H 2.70 5.28 -1.23  0.12
H 4.24 4.53 0.65  0.09
H 5.10 5.34 2.88  0.11
H 3.97 4.59 4.99  0.08
H 2.12 2.96 4.90  0.09
H 1.11 2.35 2.82  0.08
C 0.63 -4.64 1.58  -0.19
N 0.60 -6.11 1.68  -0.06
C -0.76 -6.49 2.03  -0.20
N -1.77 -6.08 1.08  -0.09
C -1.73 -4.62 0.97  -0.16
N -0.35 -4.15 0.62  -0.16
C -0.05 -4.74 -0.69  -0.20
N -0.11 -6.17 -0.69  -0.08
C 0.87 -6.63 0.26  -0.16
C -1.46 -6.64 -0.23  -0.14
H 1.63 -4.29 1.35  0.12
H 0.28 -4.25 2.53  0.11
H -0.98 -5.99 2.96  0.13
H -0.83 -7.52 2.20  0.11
H -2.07 -4.21 1.90  0.10
H -2.43 -4.43 0.16  0.13
H 0.98 -4.43 -0.94  0.13
H -0.71 -4.31 -1.44  0.10
H 1.91 -6.36 -0.03  0.13
H 0.91 -7.71 0.32  0.11
H -1.47 -7.74 -0.17  0.12
H -2.20 -6.32 -1.00  0.14
C -4.59 0.96 1.24  -0.08
C -4.13 0.43 -0.08  -0.33
O -3.35 -0.72 0.10  -0.18
H -5.30 1.77 1.17  0.07
H -3.73 1.25 1.85  0.07
H -5.03 0.09 1.82  0.10
H -3.55 1.19 -0.62  0.11
H -5.00 0.15 -0.66  0.12
H -3.45 -1.29 -0.65  0.03
F -0.86 -2.46 -4.66  0.15
C -1.75 -3.36 -4.18  -0.51
F -2.26 -3.96 -5.27  0.14
F -1.02 -4.28 -3.56  0.14
C -2.83 -2.73 -3.14  -0.35
O -2.40 -2.66 -1.89  -0.19
C -4.11 -3.58 -3.13  -0.55
F -5.00 -3.32 -2.18  0.16
F -4.87 -3.53 -4.28  0.10
F -3.79 -4.86 -3.02  0.16
C -3.20 -1.27 -3.75  -0.54
F -3.30 -1.24 -5.09  0.15
F -4.39 -0.80 -3.28  0.14
F -2.25 -0.43 -3.39  0.07

Computed properties:
Charge = -1
Frontier orbital gap = 7.96 eV
Calculated total energy = -4327.9861 Ha
Energy above the lowest of the compared OMol25 structures with the same formula, charge and spin = 0.0 kcal/mol


ORCA calculation (the ωB97M-V functional and the def2-TZVPD basis) on a molecular structure, C23H31N3O5.

Each line ends with the natural charge from an NBO analysis.
Atoms and positions in Å:
C 1.83 -7.44 -0.76  -0.59
C 2.05 -6.88 -2.20  -0.03
H 2.99 -6.35 -2.43  0.19
H 2.00 -7.82 -2.92  0.16
O 1.25 -6.10 -2.59  -0.47
C 1.22 -4.91 -2.27  0.76
O 2.14 -4.56 -1.64  -0.59
C 0.16 -3.99 -2.86  0.02
C -0.11 -2.66 -2.72  -0.11
C -1.41 -2.46 -3.19  -0.06
N -2.04 -3.63 -3.86  -0.21
N -0.97 -4.58 -3.58  -0.34
H -0.94 -5.50 -3.58  0.39
H -2.08 -1.54 -3.37  0.24
C 0.79 -1.58 -2.07  -0.23
N -0.21 -0.73 -1.27  -0.42
C 0.69 0.54 -0.82  -0.24
C -0.32 1.57 -0.36  -0.41
H 0.27 2.68 -0.26  0.24
H -1.14 1.85 -1.19  0.23
C -0.96 1.14 0.74  -0.15
C -0.30 0.79 1.95  0.82
O -0.50 0.19 2.85  -0.55
O 0.81 1.58 1.97  -0.59
C 1.97 1.71 2.81  -0.05
C 2.81 0.49 2.92  -0.65
H 3.48 0.44 2.12  0.19
H 2.19 -0.43 2.80  0.22
H 3.46 0.29 3.79  0.23
H 2.37 2.53 3.14  0.21
H 1.26 1.54 3.87  0.15
C -1.63 -0.16 0.39  -0.41
C -0.80 -1.13 -0.15  -0.24
H -1.19 -2.13 -0.34  0.22
H 0.03 -1.48 0.66  0.11
H -2.35 -0.51 1.22  0.24
H -2.39 0.12 -0.37  0.21
C -2.32 2.11 1.39  -0.35
C -1.50 3.44 1.77  0.03
C -1.32 4.41 0.87  -0.27
C -0.65 5.66 1.61  0.34
C -0.44 5.56 2.79  -0.29
C -0.51 4.57 3.64  -0.18
C -1.07 3.45 3.26  -0.20
H -1.33 2.68 3.70  0.19
H -0.22 4.88 4.78  0.22
H 0.29 6.65 3.33  0.16
O -0.28 6.70 0.70  -0.54
C 0.32 7.90 0.82  -0.20
H 0.29 8.33 -0.04  0.18
H 1.30 7.69 1.27  0.16
H -0.30 8.39 1.63  0.16
H -1.41 4.69 -0.10  0.23
H -2.78 2.43 0.57  0.21
H -2.77 1.78 2.21  0.21
H 0.90 0.94 -1.84  0.21
H 1.52 0.32 -0.24  0.20
H 1.37 -2.18 -1.36  0.22
H 1.16 -1.05 -2.86  0.22
H 1.77 -6.56 0.05  0.20
H 1.03 -7.84 -0.63  0.18
H 2.59 -8.18 -0.50  0.22

Computed properties:
Charge = 0
Frontier orbital gap = 8.92 eV
Calculated total energy = -1434.8029 Ha
Energy above the lowest of the compared OMol25 structures with the same formula, charge and spin = 500.9 kcal/mol